(1)
35
Properties=species:S:1:pos:R:3:mulliken_charge:R:1 method="wB97M-V/def2-TZVPD" de_lowest_ev=3.970 homo_lumo_gap_ev=9.389 total_charge=0 smiles="C=CCCC[C@H](C)N.O.O.O.O" homo_energy_ev=-9.10 e_tot_ev=-17308.198
C 0.96 0.10 -2.50 -0.96
C 1.95 0.68 -1.86 -0.23
C 2.60 -0.12 -0.76 -0.53
C 1.79 -1.31 -0.07 -0.54
C 0.33 -0.76 0.21 -0.38
C -0.36 -1.53 1.33 0.26
C -0.66 -3.03 1.14 -1.32
N -1.54 -0.71 1.66 -0.48
H 0.60 0.48 -3.54 0.23
H 0.58 -0.84 -2.43 0.38
H 2.32 1.60 -2.12 0.54
H 2.82 0.60 0.07 -0.08
H 3.41 -0.59 -1.26 0.41
H 2.46 -1.74 0.79 0.26
H 1.84 -2.06 -0.89 0.41
H -0.45 -0.55 -0.55 0.35
H 0.64 0.08 0.78 -0.05
H 0.47 -1.57 2.12 0.21
H 0.11 -3.70 1.47 0.33
H -1.68 -3.09 1.61 0.33
H -0.78 -3.35 0.15 0.33
H -2.41 -1.31 1.68 0.21
H -1.55 -0.29 2.56 0.26
O -1.78 3.06 1.83 -0.63
H -1.59 2.12 2.04 0.31
H -0.94 3.45 1.71 0.29
O -1.50 1.38 -2.90 -0.52
H -2.23 0.96 -3.33 0.28
H -2.12 1.90 -2.47 0.24
O -3.97 1.66 -0.94 -0.66
H -3.53 2.43 -0.45 0.35
H -3.88 1.08 -0.15 0.30
O 2.87 1.42 1.73 -0.64
H 2.47 1.63 0.86 0.45
H 2.75 1.92 2.50 0.29

=====

(2)
41
Properties=species:S:1:pos:R:3:mulliken_charge:R:1 method="wB97M-V/def2-TZVPD" de_lowest_ev=0.000 homo_lumo_gap_ev=9.863 total_charge=0 homo_energy_ev=-9.63 e_tot_ev=-70019.808
C 1.60 -1.15 -3.93 -0.62
O 1.95 -0.05 -3.18 -0.52
H 0.53 -1.25 -4.10 0.22
H 2.16 -1.16 -4.89 0.27
H 1.95 -2.08 -3.45 0.25
H 1.39 -0.18 -2.38 0.41
C 3.44 1.48 -0.07 -0.41
O 3.73 0.37 0.76 -0.58
H 2.65 2.10 0.33 0.18
H 4.32 2.10 -0.26 0.34
H 3.16 1.12 -1.09 0.14
H 4.37 -0.17 0.27 0.29
C 0.99 -0.70 2.52 -0.61
O 1.52 -1.19 1.24 -0.59
H 1.77 -0.86 3.28 0.33
H 0.72 0.33 2.26 0.20
H 0.09 -1.24 2.80 0.29
H 2.37 -0.68 1.20 0.40
C -0.28 -3.92 0.10 -0.41
O 0.95 -4.19 0.73 -0.54
H -0.18 -3.43 -0.91 0.12
H -0.80 -4.86 -0.09 0.33
H -0.92 -3.22 0.65 0.17
H 1.38 -3.33 0.82 0.34
C -4.86 2.11 -0.71 -0.57
O -3.78 3.06 -0.39 -0.46
H -4.63 1.19 -0.17 0.19
H -5.82 2.45 -0.43 0.33
H -4.90 1.95 -1.80 0.27
H -3.92 3.77 -0.99 0.26
C -1.26 -0.26 -1.22 -0.87
O 0.12 -0.64 -1.15 -0.45
H -1.39 -0.10 -2.30 0.28
H -1.87 -1.08 -0.93 0.30
H -1.42 0.67 -0.76 0.41
H 0.53 -0.83 -0.32 0.35
C -1.13 2.76 3.74 0.34
Cl -1.96 4.12 4.50 -0.11
Cl -1.99 2.26 2.30 -0.04
Cl 0.44 3.26 3.09 -0.11
Cl -0.99 1.47 4.95 -0.10

=====

(3)
43
Properties=species:S:1:pos:R:3:mulliken_charge:R:1 method="wB97M-V/def2-TZVPD" de_lowest_ev=0.379 homo_lumo_gap_ev=7.021 total_charge=0 homo_energy_ev=-6.68 e_tot_ev=-32113.674
Hg -0.54 0.48 0.08 2.17
C -0.94 1.07 4.29 -1.21
C -0.90 1.82 2.99 -0.07
O -1.56 1.13 1.97 -0.75
H -0.50 1.74 5.06 0.38
H -0.25 0.23 4.40 0.27
H -1.94 0.91 4.69 0.31
H 0.12 2.17 2.75 0.09
H -1.43 2.78 3.09 0.29
C -0.66 -2.94 0.43 -0.93
O -1.08 -1.70 0.01 -0.79
H -0.74 -3.01 1.53 0.28
H -1.17 -3.81 0.01 0.25
H 0.43 -3.15 0.30 0.22
C 2.05 -1.63 -3.17 -0.56
C 2.13 -0.57 -2.09 -0.44
O 0.82 -0.18 -1.75 -0.45
O 1.33 -1.15 -4.31 -0.55
H 1.62 -2.56 -2.78 0.29
H 3.01 -1.92 -3.62 0.41
H 2.81 0.25 -2.33 0.30
H 2.70 -1.06 -1.29 0.22
H 0.37 -0.11 -2.61 0.24
H 1.38 -1.77 -5.04 0.30
C 2.63 0.21 1.56 0.51
O 1.63 0.57 0.94 -0.77
N 2.80 -1.05 2.00 -0.43
N 3.65 1.08 1.84 -0.49
H 3.58 -1.31 2.57 0.16
H 1.93 -1.58 1.91 0.26
H 3.50 2.03 1.57 0.26
H 4.20 0.81 2.64 0.19
C -3.26 0.46 -2.05 0.69
O -2.08 0.75 -1.97 -0.62
N -4.28 1.38 -1.91 -0.43
N -3.68 -0.81 -2.26 -0.41
H -5.21 1.17 -2.24 0.15
H -4.17 2.25 -1.44 0.21
H -2.98 -1.53 -2.18 0.24
H -4.64 -1.08 -2.13 0.18
O -0.36 2.86 -0.38 -0.46
H -0.12 3.14 -1.27 0.25
H -0.19 3.62 0.18 0.25

=====

(4)
49
Properties=species:S:1:pos:R:3:mulliken_charge:R:1 method="wB97M-V/def2-TZVPD" de_lowest_ev=0.000 homo_lumo_gap_ev="5.627 / 5.700" total_charge=0 homo_energy_ev="-5.82 / -5.90" spin_multiplicity=6 s2=8.753 e_tot_ev=-68206.519
Mn -0.85 0.44 -0.60 1.50
O -2.58 1.62 -0.99 -0.79
C -2.35 2.81 -0.32 -0.43
C -0.85 3.11 0.15 -0.20
O 0.19 2.21 -0.17 -0.99
H -2.98 2.76 0.59 0.13
H -2.75 3.69 -0.84 0.32
H -0.82 3.27 1.24 -0.05
H -0.58 4.12 -0.20 0.36
C 2.11 1.74 3.03 0.46
O 3.08 1.63 3.79 -0.73
N 2.02 1.22 1.79 -0.05
N 1.16 2.68 3.27 -0.30
H 2.77 0.60 1.54 0.08
H 1.28 1.50 1.13 0.11
H 1.27 3.30 4.05 0.19
H 0.25 2.61 2.84 0.20
C 0.89 0.41 -3.36 0.43
O -0.24 0.46 -2.88 -0.62
N 1.94 1.18 -2.92 -0.40
N 1.25 -0.54 -4.27 -0.45
H 2.81 1.05 -3.40 0.20
H 1.67 1.99 -2.37 0.24
H 0.48 -1.18 -4.40 0.25
H 2.21 -0.81 -4.31 0.22
C -1.53 -0.13 2.58 0.52
O -1.55 -0.04 1.36 -0.46
N -1.95 0.82 3.43 -0.33
N -1.17 -1.31 3.19 -0.51
H -2.09 0.58 4.40 0.14
H -2.33 1.73 3.22 0.26
H -0.88 -1.37 4.14 0.20
H -1.04 -2.00 2.46 0.19
C 1.69 -1.58 -0.10 0.32
O 0.79 -0.76 0.00 -0.01
N 2.59 -1.60 -1.12 -0.38
N 1.64 -2.77 0.58 -0.39
H 2.63 -0.79 -1.72 0.22
H 3.33 -2.27 -1.16 0.18
H 1.07 -2.73 1.41 0.25
H 2.43 -3.38 0.48 0.18
C -1.82 -2.54 -1.71 0.52
O -1.74 -1.47 -1.12 -0.51
N -1.24 -3.67 -1.22 -0.39
N -2.39 -2.76 -2.95 -0.48
H -0.91 -3.66 -0.27 0.21
H -1.38 -4.48 -1.79 0.14
H -2.95 -1.98 -3.27 0.29
H -2.57 -3.71 -3.18 0.17